No. 1
18
Properties=species:S:1:pos:R:3:forces:R:3:mulliken_charge:R:1 method="wB97M-V/def2-TZVPD" total_charge=0 energy_ha=-493.23904 homo_lumo_gap_ev="9.5 / 9.5" multiplicity=1 homo_ha="-0.3303 / -0.3303" smiles=C[C@H]1CCc2no[n+]([O-])c21 lumo_energy_ev="0.514 / 0.514"
C -0.36790 -1.21496 -0.87669 -1.8 -1.1 0.4 0.225
C 0.63500 -0.34402 -0.59981 -0.3 1.1 0.5 0.272
C -1.40621 -1.25999 0.16756 -2.4 1.1 -0.7 -0.536
C -1.16979 0.08018 0.98763 2.4 -1.1 -1.7 -0.909
C 0.42611 0.41184 0.68339 0.0 0.7 -0.4 0.447
C 0.73223 1.91505 0.72807 -2.0 -0.6 -1.4 -1.515
N -0.23992 -1.88039 -1.96160 0.4 -0.6 -0.9 -0.539
N 1.49560 -0.46304 -1.56354 -0.3 -0.9 1.1 0.713
O 2.61681 -0.06270 -1.61292 2.0 0.7 -1.4 -0.700
O 0.98056 -1.50463 -2.47886 0.1 1.0 0.6 -0.207
H -2.42057 -1.28681 -0.37592 1.2 0.1 1.1 0.319
H -1.35113 -2.14975 0.74651 0.2 -0.7 0.6 0.264
H -1.84556 0.79247 0.53632 0.3 0.7 0.0 0.318
H -1.30944 0.07020 2.04619 -0.3 -0.4 0.6 0.417
H 1.15657 0.07328 1.39921 -0.3 -1.2 0.8 0.297
H 0.16740 2.31677 -0.10117 0.1 0.7 -0.5 0.383
H 1.73510 2.28549 0.70539 0.6 -0.3 0.1 0.353
H 0.16513 2.22100 1.57024 0.0 0.8 1.2 0.397



No. 2
18
Properties=species:S:1:pos:R:3:forces:R:3:mulliken_charge:R:1 method="wB97M-V/def2-TZVPD" total_charge=+2 energy_ha=-2841.67289 homo_lumo_gap_ev="6.8 / 9.5" multiplicity=1 homo_ha="-0.6050 / -0.6501" lumo_energy_ev="-9.622 / -8.143"
C -0.44165 -0.10763 0.01850 0.0 -2.0 1.3 -0.413
C 0.58768 -0.80900 0.54858 -0.8 1.9 -0.8 -0.219
C 2.96867 0.38503 -0.48469 -0.8 1.2 1.7 -0.517
C -1.97576 -0.06073 0.06013 1.0 0.0 2.2 -0.380
N 0.59243 -1.81072 1.61271 4.4 -0.3 -0.4 -0.197
N -2.52722 0.59432 -1.12427 1.8 4.9 0.8 -0.332
Br -2.72041 0.81564 1.73468 0.6 -0.4 -1.4 0.038
H -0.05798 0.43959 -0.76575 0.6 1.7 -1.6 0.201
H 2.20639 0.45681 -1.23064 0.2 -0.6 -0.7 0.341
H 3.32518 -0.48331 0.02634 0.3 -0.6 -0.6 0.334
H 3.36215 1.35266 -0.10855 -0.4 -0.7 -0.2 0.293
H -2.41431 -1.00229 0.10647 -0.6 -1.7 0.1 0.523
H 1.54647 -1.74569 2.15603 -2.0 0.0 -1.1 0.434
H 0.65170 -2.74650 1.18780 -0.3 0.0 0.1 0.404
H -0.09507 -1.77790 2.29743 -2.2 0.1 1.7 0.327
H -2.24306 0.27682 -2.04077 0.2 -0.5 -0.4 0.345
H -3.50118 0.78603 -1.08334 -1.7 -0.7 0.1 0.349
H -2.21108 1.65164 -1.01146 -0.2 -2.2 -0.8 0.468



No. 3
18
Properties=species:S:1:pos:R:3:forces:R:3:mulliken_charge:R:1 method="wB97M-V/def2-TZVPD" total_charge=+1 energy_ha=-306.25514 homo_lumo_gap_ev=8.5 multiplicity=1 homo_ha=-0.4861 lumo_energy_ev=-4.705
C -0.20783 1.80769 -2.25755 -4.4 1.2 -4.4 -0.251
C 1.93148 -1.55136 1.35048 1.2 -1.2 -0.4 -1.230
C -1.73682 0.79454 0.53259 2.4 -2.3 0.6 -1.154
C 0.90688 -0.67249 0.92231 1.6 2.0 -0.5 0.392
C -0.85494 0.05632 -0.45100 0.2 1.0 -5.2 -0.214
N 0.27219 1.21447 -1.33356 0.3 -3.9 6.3 -0.340
N -0.00565 -0.92008 0.09547 0.7 -1.7 0.3 -0.089
H 0.29620 2.68673 -2.64679 0.3 -0.1 -0.4 0.293
H 2.04987 -1.21360 2.35171 1.4 -0.3 1.0 0.328
H 1.51381 -2.50266 1.33622 -0.8 -2.2 0.5 0.381
H 2.84330 -1.77189 0.70815 -0.8 1.4 0.8 0.350
H -2.02861 0.03423 1.25698 -0.4 0.0 0.1 0.348
H -1.01598 1.38757 1.06694 -0.3 1.1 0.3 0.372
H -2.58994 1.24433 0.14384 -1.0 1.1 -0.8 0.379
H -1.23909 1.51715 -2.78430 1.9 0.8 1.1 0.222
H 1.06749 0.31398 1.29153 -0.8 1.0 0.0 0.364
H -1.23613 -0.52470 -1.34057 -0.7 1.3 1.0 0.543
H 0.03377 -1.90020 -0.24245 -0.6 0.9 -0.2 0.307



No. 4
48
Properties=species:S:1:pos:R:3:forces:R:3:mulliken_charge:R:1 method="wB97M-V/def2-TZVPD" total_charge=+2 energy_ha=-6532.91190 homo_lumo_gap_ev="7.3 / 5.0" multiplicity=5 homo_ha="-0.5626 / -0.5611" lumo_energy_ev="-8.030 / -10.304"
Ru -1.19823 -0.60918 0.02888 -1.6 -1.5 -0.8 0.800
Se 1.19855 -0.87734 -0.12902 -0.1 0.1 -0.1 -0.226
P 1.08846 1.31380 -0.08085 2.4 1.7 0.8 0.942
Se -1.00933 1.88244 -0.22492 -1.1 -0.5 0.4 0.123
C 1.86121 2.00894 1.40034 0.4 0.3 0.9 0.949
C 1.12379 2.62440 2.42318 0.3 -0.4 -0.3 -0.345
C 1.75852 3.19152 3.52980 -0.3 0.0 -0.2 -0.711
C 3.14410 3.16047 3.65052 -0.2 0.1 0.0 -0.451
C 3.89145 2.53969 2.64993 0.3 0.1 0.1 -0.619
C 3.27474 1.99241 1.54192 -0.7 -0.2 -0.4 -0.382
C 1.85301 2.17929 -1.44438 0.1 -0.7 -1.9 0.815
C 2.49488 1.44290 -2.46854 0.0 0.2 -0.2 -0.299
C 3.06898 2.11488 -3.56071 0.1 -0.5 0.2 -0.655
C 2.92698 3.49350 -3.71049 0.1 -0.3 0.6 -0.365
C 2.28868 4.22719 -2.70746 -0.4 -0.3 -0.3 -0.737
C 1.70281 3.56694 -1.63541 0.0 0.3 0.4 -0.281
H 0.04934 2.65623 2.35455 -0.3 0.1 0.1 0.248
H 1.12516 3.66167 4.27538 0.2 0.0 0.0 0.400
H 3.63888 3.64457 4.50136 -0.2 -0.3 -0.4 0.405
H 4.98169 2.50738 2.71952 -0.4 0.0 0.0 0.396
H 3.89683 1.57365 0.77080 0.1 -0.2 -0.2 0.372
H 2.48935 0.34472 -2.46237 0.3 0.5 0.2 0.195
H 3.66025 1.54776 -4.29200 -0.6 0.2 0.2 0.379
H 3.30198 3.98289 -4.60085 0.1 0.0 0.1 0.428
H 2.16343 5.30450 -2.81391 0.0 -0.3 0.1 0.394
H 1.08026 4.15609 -0.97191 0.2 0.0 0.3 0.361
F -6.17707 0.45435 1.45046 0.9 -0.8 -1.5 -0.216
C -5.54582 0.13156 0.28994 0.4 1.5 -0.2 0.705
F -5.69063 -1.15605 -0.02324 -0.4 0.8 0.2 -0.199
F -6.10640 0.93757 -0.70763 1.2 -1.6 1.6 -0.234
C -3.91789 0.48946 0.42416 -4.2 1.8 0.2 0.517
O -3.69785 1.61332 0.83311 1.2 -1.3 -0.4 -0.559
O -3.17746 -0.45633 -0.01875 1.7 -0.3 0.1 -0.644
C -0.41603 -5.88791 1.64002 0.7 0.4 0.9 -1.180
C -0.92078 -4.83587 0.71895 -0.6 0.4 -0.7 0.689
C -1.51274 -4.96944 -0.55874 0.1 1.2 0.8 -0.761
C -1.86559 -3.66183 -0.95335 0.4 0.4 0.8 0.271
N -1.49276 -2.76457 0.02402 0.6 0.2 0.2 0.190
N -0.92030 -3.51156 1.03164 -0.1 -1.0 -0.7 -0.152
C -2.67215 -3.21604 -2.13771 0.6 0.4 0.1 -0.967
H -0.63696 -6.88521 1.26229 -0.1 0.2 0.1 0.337
H -0.82051 -5.75275 2.67294 0.1 -0.2 -0.8 0.350
H 0.68837 -5.80080 1.73748 -0.6 -0.1 -0.1 0.310
H -1.74270 -5.89789 -1.08152 0.2 0.4 0.2 0.387
H -0.61549 -3.10657 1.90973 -0.2 0.0 -0.3 0.197
H -3.39197 -4.02265 -2.28016 -0.2 0.4 -0.4 0.360
H -2.06197 -3.09140 -3.05974 -0.3 -0.2 0.6 0.270
H -3.16106 -2.24070 -1.91731 0.1 -0.8 -0.2 0.195



No. 5
42
Properties=species:S:1:pos:R:3:forces:R:3:mulliken_charge:R:1 method="wB97M-V/def2-TZVPD" total_charge=0 energy_ha=-1287.82981 homo_lumo_gap_ev=9.1 multiplicity=1 homo_ha=-0.3166 lumo_energy_ev=0.489
O 1.78146 1.55388 -0.17590 1.6 2.9 0.1 -0.647
C 1.24938 0.52182 -0.42219 -5.7 3.1 1.1 0.586
N 1.80413 -0.61095 -0.45347 -5.6 -9.8 -1.6 -0.116
H 1.09272 -1.52545 -0.58178 1.8 3.7 0.4 0.318
C 3.09101 -1.15299 -0.39154 -1.3 11.9 5.8 -1.233
C 3.85021 -0.40869 -1.28744 3.9 3.6 -3.6 -0.265
C 5.29187 -0.77781 -0.97645 2.3 -0.6 -10.0 -0.477
C 5.83309 -0.15975 0.10632 1.4 -1.4 7.8 -0.629
C 4.96465 -0.80192 1.23305 4.5 -1.7 4.7 -0.515
C 3.58003 -0.54447 1.12640 -3.9 2.8 -2.2 -0.629
H 2.88240 -0.77479 1.93377 0.3 -1.1 -0.1 0.482
H 3.28485 0.67549 1.09492 1.3 -3.1 -0.4 0.231
H 5.17986 -2.09300 1.18901 -0.5 3.7 0.3 0.181
H 5.36810 -0.38355 2.34330 -0.9 -1.4 -2.7 0.271
H 5.74296 0.88839 0.16355 -0.2 1.3 -0.2 0.313
H 6.83764 -0.46289 0.49173 -0.3 0.4 -1.2 0.279
H 5.56546 -1.89271 -1.17616 -0.7 1.8 0.8 0.245
H 5.93304 -0.22315 -1.84485 -1.4 -1.6 0.9 0.220
H 3.66862 -0.56454 -2.37993 -0.2 -0.3 0.8 0.319
H 3.72584 0.80430 -1.17352 0.2 -3.1 0.0 0.207
H 3.13675 -2.06849 -0.39056 0.2 -9.6 -0.3 1.048
C -0.53244 0.64404 -0.46903 10.1 -6.6 -8.5 -1.198
H -0.83504 -0.34353 -0.60714 -1.3 -1.5 0.6 0.377
H -0.67530 1.09591 -1.40364 0.3 0.2 -3.0 0.380
C -1.07667 1.51382 0.26028 -2.9 3.6 14.4 -0.230
C -2.49063 1.52508 0.27461 -4.0 3.6 -1.6 -0.636
H -2.98824 1.95843 1.06701 0.3 2.8 2.3 0.605
O -3.12341 0.37628 0.30909 -3.3 -8.0 -0.3 -0.389
C -4.58215 0.05749 0.29945 6.6 -0.6 -0.8 0.467
C -4.97490 -1.24567 0.33369 -3.5 5.2 -0.9 -1.015
C -6.34734 -1.33715 0.07154 -0.2 -7.1 2.5 -0.110
C -7.25409 -0.41017 -0.22292 1.2 4.5 0.7 0.263
C -6.70765 0.94783 -0.15301 -5.9 -0.5 -1.8 -0.485
C -5.40430 1.02180 -0.05443 1.0 6.6 0.5 -0.037
H -5.06077 2.09935 -0.09184 0.2 -1.4 0.0 0.236
H -7.37472 1.93204 -0.30597 1.5 -2.6 0.3 0.238
Cl -8.89151 -0.67384 -0.44522 -1.2 -0.4 -0.1 -0.196
H -6.74362 -2.43410 0.44737 0.6 2.6 -1.7 0.135
H -4.33660 -1.97277 0.45113 2.9 -4.1 0.9 0.614
H -2.88416 2.09082 -0.59867 0.5 0.3 -0.4 0.257
H -0.82996 0.75380 1.61188 -0.8 1.8 -2.2 0.106
H -0.75058 2.40181 0.79757 1.0 0.3 -1.4 0.427



No. 6
74
Properties=species:S:1:pos:R:3:forces:R:3:mulliken_charge:R:1 method="wB97M-V/def2-TZVPD" total_charge=0 energy_ha=-5973.68296 homo_lumo_gap_ev=7.8 multiplicity=1 homo_ha=-0.2954 lumo_energy_ev=-0.265
In -1.63285 1.53784 -1.20590 0.1 0.0 0.1 0.979
F -6.03010 -3.60326 -0.59845 0.0 -0.1 0.0 -0.404
C -5.31533 -2.62011 -1.13541 0.0 0.0 0.0 0.703
C -5.45217 -1.32665 -0.66652 0.0 0.0 0.1 0.230
F -6.28772 -1.07137 0.33815 0.0 0.0 0.0 -0.386
C -4.70282 -0.31455 -1.23107 0.0 0.0 0.0 0.640
F -4.83148 0.91735 -0.72775 0.0 0.1 0.0 -0.431
C -3.80916 -0.54570 -2.26979 0.0 0.0 0.0 0.013
S -2.94807 0.76849 -3.07935 0.0 0.1 0.0 -0.330
C -3.67746 -1.85971 -2.70242 0.0 0.0 0.0 0.283
F -2.82058 -2.16462 -3.67938 0.0 0.0 0.0 -0.425
C -4.41616 -2.88886 -2.14930 0.0 0.1 0.0 0.230
F -4.25432 -4.14011 -2.57583 0.0 -0.1 0.0 -0.380
Te 1.94657 -1.86782 0.19353 -0.1 0.1 0.0 0.430
C 3.11975 -0.83493 1.61581 0.0 0.0 0.0 0.326
C 4.15158 -1.52163 2.24550 0.0 0.0 0.0 -0.499
C 4.92743 -0.84849 3.17719 0.0 0.0 0.0 -0.474
N 4.74581 0.42755 3.51226 0.0 0.0 0.0 -0.630
C 3.75401 1.07071 2.90039 0.0 0.0 0.0 -0.674
C 2.92238 0.49329 1.95158 0.0 0.0 0.0 0.291
C 0.52241 -0.42506 -0.30208 0.1 -0.1 0.1 -0.614
P 0.79689 0.78128 -1.53427 0.0 -0.1 0.0 1.022
C 1.23810 -0.00655 -3.10371 -0.1 0.0 0.0 0.408
C 2.13679 0.56206 -4.00181 0.0 0.0 0.0 -0.557
C 2.38194 -0.05257 -5.22157 0.0 0.0 0.0 -0.719
C 1.72413 -1.22756 -5.55487 0.0 0.0 0.0 -0.575
C 0.81509 -1.78998 -4.66836 0.0 0.0 0.0 -0.726
C 0.57252 -1.18212 -3.44809 0.0 0.0 0.0 -0.368
C 2.14445 1.93493 -1.17994 0.1 0.0 0.0 0.320
C 3.47510 1.51059 -1.17600 0.0 0.0 0.0 0.065
C 4.48108 2.38884 -0.81271 0.0 0.0 0.0 -0.808
C 4.17025 3.69704 -0.45734 0.0 0.0 0.0 -0.565
C 2.85352 4.12868 -0.46974 0.0 0.0 0.0 -0.605
C 1.84244 3.24813 -0.83170 0.0 0.0 0.0 -0.525
P -0.92450 -0.11973 0.60786 -0.1 0.1 -0.1 1.058
C -2.00773 -1.54174 0.92551 0.1 0.1 0.1 0.721
C -1.85103 -2.77162 0.30076 0.0 0.0 0.0 -0.522
C -2.69783 -3.82798 0.61703 0.0 0.0 0.0 -0.645
C -3.70028 -3.65854 1.55861 0.0 0.0 0.0 -0.487
C -3.87855 -2.42116 2.16838 0.0 0.0 -0.1 -0.843
C -3.04288 -1.36477 1.84839 0.0 -0.1 0.0 -0.709
C -0.59157 0.54395 2.26066 0.0 0.2 -0.1 0.696
C -0.44822 -0.26872 3.38051 0.1 0.0 0.0 -0.372
C -0.05216 0.28657 4.58931 0.0 -0.1 0.0 -0.714
C 0.18513 1.64949 4.68616 0.0 0.1 0.0 -0.673
C 0.03298 2.46740 3.57330 0.0 0.0 0.1 -0.385
C -0.34759 1.91427 2.36248 0.0 -0.1 0.0 -0.015
H 4.35682 -2.56408 2.03067 0.0 0.0 0.0 0.382
H 5.73805 -1.36547 3.68011 0.0 0.0 0.0 0.372
H 3.61151 2.11086 3.17592 0.0 0.0 0.0 0.470
H 2.13915 1.07921 1.49202 0.0 0.0 0.0 0.178
H 2.65171 1.48069 -3.75028 0.0 0.0 0.0 0.422
H 3.08887 0.38943 -5.91166 0.0 0.0 0.0 0.409
H 1.91667 -1.70399 -6.50751 0.0 0.0 0.0 0.387
H 0.28928 -2.69941 -4.92881 0.0 0.0 0.0 0.452
H -0.13930 -1.61834 -2.75907 0.0 0.0 0.0 0.186
H 3.72064 0.49206 -1.45189 0.0 0.0 0.0 0.466
H 5.50943 2.05110 -0.79892 0.0 0.0 0.0 0.426
H 4.96026 4.37957 -0.17121 0.0 0.0 0.0 0.398
H 2.60125 5.14337 -0.19201 0.0 0.0 0.0 0.426
H 0.81518 3.59447 -0.83342 0.0 0.0 0.0 0.128
H -1.05501 -2.91307 -0.41586 0.1 0.0 -0.1 0.144
H -2.56589 -4.78508 0.12854 0.0 0.0 0.0 0.458
H -4.35555 -4.48283 1.80819 0.0 0.0 0.0 0.427
H -4.67386 -2.27800 2.88814 0.0 0.0 0.0 0.428
H -3.18440 -0.40430 2.33264 0.0 0.0 0.0 0.534
H -0.63164 -1.33263 3.30461 0.0 0.0 0.0 0.499
H 0.07614 -0.34921 5.45567 0.0 0.0 0.0 0.420
H 0.49016 2.07827 5.63214 0.0 0.0 0.0 0.388
H 0.20557 3.53355 3.64506 0.0 0.0 0.0 0.407
H -0.44221 2.55669 1.49304 0.0 0.0 0.1 -0.819
Se -0.84912 5.68323 1.04893 0.1 0.0 0.0 -0.221
C -1.51972 4.37148 0.10533 -0.1 0.0 -0.1 0.497
N -1.97379 3.48986 -0.53038 0.1 0.0 0.0 -0.612